The following is a DFT calculation (wB97M-V/def2-TZVPD) of a 2-piece molecular cluster, C3H10O overall in a non-equilibrium geometry.

The geometry in ORCA input format:
```
! RIJCOSX wB97M-V def2-TZVPD def2/J DEFGRID3
* xyz 0 1
C -2.624 -0.021 3.549
C -1.303 0.272 2.757
O -0.283 -0.301 3.655
H -3.042 -0.994 3.381
H -2.571 0.205 4.606
H -3.400 0.651 3.113
H -0.902 1.277 2.626
H -1.353 -0.378 1.866
H 0.336 0.440 3.734
C 3.005 -0.188 -5.798
H 4.062 0.057 -5.617
H 2.437 -0.486 -4.931
H 3.001 -1.106 -6.452
H 2.638 0.572 -6.489
*
```

Results
E_HOMO = -10.076 eV
frontier orbital gap = 11.09 eV
F_max = 3.57 eV Å⁻¹
structure (SMILES) = CCO.C
LUMO level = 1.02 eV